33
Properties=species:S:1:pos:R:3:forces:R:3:lowdin_charge:R:1 method="wB97M-V/def2-TZVPD" orbital_gap_ev=6.706 spin_multiplicity=1 total_energy_ev=-27249.6048 smiles="N#Cc1cc([N+](=O)[O-])cc2c1no[n+]2[O-].CC(C)(C)N" homo_energy_ev=-9.442 e_above_lowest_kj_mol=35.64 max_force_ev_per_a=3.341
O -3.43765 -1.39392 1.94364 2.4 1.4 0.1 0.0700
O 0.75306 3.55129 -0.38053 -0.2 -0.6 1.1 0.0499
O -1.53700 -1.37699 3.05573 -1.5 1.6 -2.1 0.0506
O 1.95633 2.73028 1.41052 -1.6 0.1 -0.8 0.1081
N -0.47702 3.35103 -0.99056 0.1 -1.7 1.9 0.1604
N 1.45475 -0.69926 2.07702 0.0 -0.3 0.3 0.0730
N 0.90323 2.73123 0.79878 -0.9 -0.2 -0.1 -0.1292
N -2.31535 -0.88988 2.18571 -0.6 -2.4 2.2 -0.2972
N -3.59406 2.63055 -2.55270 1.2 -0.9 1.7 0.1865
C -1.06598 2.40690 -0.21442 0.7 1.0 -1.5 -0.1936
C 0.76982 -2.56588 0.57888 -0.2 0.1 -0.1 -0.0511
C 3.04060 -2.47527 1.52377 0.3 0.1 0.0 -0.0580
C -0.31783 2.04047 0.91988 1.5 0.7 -0.9 -0.0905
C -2.98652 2.18923 -1.65906 -1.7 0.5 -1.9 -0.1634
C -0.70742 0.99655 1.78086 -2.4 -0.4 0.6 0.0734
C -2.25673 1.68701 -0.54604 -0.4 -0.8 1.7 -0.1353
C 1.88391 -1.62035 1.02489 0.1 0.1 0.0 -0.6977
C -1.89251 0.28209 1.44608 1.7 1.4 -0.5 -0.1103
C -2.65435 0.62814 0.29471 0.2 1.3 -1.4 0.0925
C 2.34814 -0.72512 -0.12070 0.2 -0.1 0.0 -0.0478
H 1.52227 -0.08499 -0.45981 0.1 -0.1 -0.1 0.0751
H 0.92741 0.05470 1.63015 0.5 -0.8 0.4 0.0031
H 0.52746 -3.27878 1.37702 0.1 0.1 -0.2 0.0859
H 3.42238 -3.08115 0.69255 0.0 0.0 0.2 0.0862
H -3.56355 0.07273 0.06561 0.3 0.1 0.1 0.1375
H 1.10482 -3.10908 -0.31152 -0.3 -0.1 0.1 0.0857
H 3.15467 -0.06812 0.23151 -0.1 -0.2 -0.1 0.0907
H 3.84741 -1.84266 1.90358 -0.1 -0.1 0.0 0.0839
H -0.15045 -2.01370 0.35101 0.1 -0.1 -0.2 0.0701
H -0.27535 0.92436 2.76991 0.2 -0.4 -0.1 0.1409
H 2.70034 -1.32935 -0.96406 0.0 0.2 0.1 0.0882
H 2.71183 -3.14483 2.32459 0.1 0.1 -0.1 0.0818
H 0.87163 -1.19238 2.76696 0.1 0.5 -0.5 0.0801

26
Properties=species:S:1:pos:R:3:forces:R:3:lowdin_charge:R:1 method="wB97M-V/def2-TZVPD" orbital_gap_ev="8.502 / 8.503" spin_multiplicity=1 total_energy_ev=-15151.4002 homo_energy_ev="-7.939 / -7.940" e_above_lowest_kj_mol=390.02 max_force_ev_per_a=4.213
O 1.17038 -0.55870 -1.85618 0.5 0.0 0.3 -0.1214
N 1.75714 -0.89609 0.81394 -0.4 0.6 -2.7 0.1486
C -0.36134 0.43435 -0.29598 -0.1 -0.4 0.5 -0.1636
C 1.33808 -0.39428 1.85287 0.6 2.5 0.6 -0.2741
C 0.50249 0.89780 1.98422 -1.5 1.2 0.5 -0.1252
C -2.62291 -0.20908 -0.76827 1.2 0.0 -3.1 -0.0703
C 0.98992 0.26210 -0.79453 2.2 -1.6 1.6 -0.3727
C -1.94855 0.23485 1.54550 0.1 1.8 -1.3 -0.0171
C -1.27671 0.02777 -1.22509 -2.4 -0.3 0.2 -0.0213
C -0.69059 0.65575 1.07710 -0.1 -1.2 1.0 -0.1749
C 0.72966 -1.91110 -1.72577 -0.8 1.3 3.9 -0.0491
C -2.90281 -0.11931 0.55087 -0.6 0.5 2.4 -0.1092
C 1.98731 1.34074 -0.85330 3.0 1.2 0.1 -0.0269
H -3.39140 -0.45035 -1.54723 0.6 0.2 1.1 0.1173
H -2.26565 0.49775 2.58150 0.3 -0.7 -0.9 0.1204
H 1.46673 -2.54910 -2.04509 1.9 -1.3 -0.9 0.0653
H 3.09379 0.90490 -0.84266 -2.4 0.7 -0.3 0.1326
H 1.94510 1.93120 0.09524 0.0 -0.1 -1.3 0.0668
H -0.87690 -0.12224 -2.25097 -1.1 0.2 0.8 0.1319
H 0.31596 1.11787 3.13667 0.0 -0.4 -2.6 0.1491
H 0.51410 -2.14257 -0.60056 0.3 0.4 -2.1 0.1300
H 1.73560 -0.57864 2.82606 0.4 -1.2 0.8 0.0863
H -0.13890 -1.98698 -2.27849 -1.8 -0.7 -1.2 0.0535
H 0.95326 1.80463 1.49346 0.3 -1.0 1.2 0.0974
H 1.89965 2.01768 -1.79245 -0.1 -1.1 1.6 0.1249
H -3.92341 -0.20896 0.91913 0.1 -0.3 -0.3 0.1017

26
Properties=species:S:1:pos:R:3:forces:R:3:lowdin_charge:R:1 method="wB97M-V/def2-TZVPD" orbital_gap_ev=8.325 spin_multiplicity=1 total_energy_ev=-15148.8724 homo_energy_ev=-7.513 e_above_lowest_kj_mol=633.92 max_force_ev_per_a=5.504
O 2.37641 0.51377 0.89162 1.6 1.3 1.0 0.2063
N 1.11133 -2.36734 -0.36991 0.1 0.2 -2.0 -0.0047
C 0.81719 0.38727 -1.10501 -0.1 1.8 -1.7 -0.1807
C -0.32616 -0.63648 -0.79076 -1.1 3.0 1.0 -0.1415
C -0.08486 2.44173 -0.05231 1.2 1.1 0.2 -0.1769
C 0.54481 1.90802 -1.33279 0.2 0.4 -1.6 -0.1263
C 1.60789 0.15659 0.11829 -3.2 -4.5 -0.2 -0.1827
C -0.13035 -1.45208 1.73182 0.8 -1.5 -2.5 0.0183
C -2.30787 1.26600 -0.56789 3.8 -3.4 1.0 0.0981
C -1.26964 1.62339 0.37638 1.3 0.8 0.6 -0.2632
C -1.37808 0.35111 -0.33180 -1.4 -0.3 -0.9 -0.0895
C 0.40644 -1.42826 0.25192 0.1 4.2 2.6 -0.3689
C 1.62613 -3.36511 0.13271 2.0 -2.8 -3.0 -0.0466
H 2.13706 -4.04745 -0.62824 -0.4 0.7 1.4 0.0903
H 1.51697 2.41745 -1.69738 -1.4 -0.7 1.2 0.1439
H 1.57587 -3.65618 1.11114 -0.1 -0.7 2.8 0.0344
H -0.31154 3.47047 -0.16553 -0.7 1.3 -0.4 0.0951
H 0.65094 -0.99409 2.28016 0.9 0.0 1.1 0.0539
H -1.60133 1.70817 1.37330 0.2 0.1 1.5 0.1111
H -0.94369 -0.74630 1.78913 -0.8 -0.5 0.2 0.0617
H -0.70377 -1.19767 -1.59164 -0.2 -0.8 -1.3 0.1293
H -3.14696 1.65688 -0.90442 -3.6 1.4 -2.1 0.0551
H -0.14749 2.15084 -2.20250 0.6 -0.9 0.9 0.1330
H 1.40388 0.03215 -1.92872 0.5 -0.5 -0.5 0.1521
H 0.69525 2.53840 0.70686 -0.1 -0.7 0.3 0.1101
H -0.26528 -2.53431 1.98476 -0.5 1.1 0.4 0.0882

32
Properties=species:S:1:pos:R:3:forces:R:3:lowdin_charge:R:1 method="wB97M-V/def2-TZVPD" orbital_gap_ev="6.076 / 6.058" spin_multiplicity=1 total_energy_ev=-175107.8199 homo_energy_ev="-6.198 / -6.161" e_above_lowest_kj_mol=8.93 max_force_ev_per_a=1.690
Se -0.17999 -0.53817 -2.76443 0.2 0.0 -0.2 0.9689
Se -0.33890 -2.39817 0.25813 0.3 -0.1 0.1 0.9864
Ti -0.15483 0.14757 -0.17755 -0.3 0.0 -1.1 0.5783
O 3.83884 0.37481 0.59696 0.2 0.1 0.2 0.1027
O -2.73183 1.88828 2.41065 0.0 0.2 0.3 0.1054
O -1.78703 0.88502 0.62228 -0.3 0.3 0.7 -0.1858
O 1.82380 0.04556 -0.36198 0.5 0.0 0.3 -0.2204
N 0.51400 0.96484 1.50803 0.7 0.9 1.2 0.0177
C -0.34848 -3.19487 -1.53753 -0.2 -0.2 -0.1 -0.5147
C 2.63864 0.46448 0.59472 -0.6 -0.3 -0.6 -0.5489
C 1.84055 1.10586 1.70483 -0.5 -0.2 0.0 -0.1505
C 1.44515 2.41939 3.66215 0.0 -0.2 -0.3 -0.0313
C 2.33441 1.80414 2.78131 0.2 0.2 0.3 0.0182
C -0.34922 1.62240 2.30051 0.3 -0.2 0.0 -0.1598
C 0.08304 2.34132 3.39421 -0.1 0.2 0.2 0.0160
C -1.98154 -0.88630 -3.37878 -0.1 0.0 0.0 -0.3608
C -2.22097 -2.60515 0.64231 -0.3 -0.1 0.0 -0.3643
C 0.42691 -2.38708 -2.55331 0.0 0.0 0.0 -0.5191
C -1.76738 1.49436 1.81119 -0.1 -0.6 -1.0 -0.5423
H 0.39093 -2.86877 -3.53022 0.0 0.0 0.0 0.0740
H -2.48237 -3.65728 0.56341 0.0 0.0 0.0 0.0310
H -2.48651 0.07332 -3.45170 0.0 0.0 0.0 0.0308
H -2.39741 -2.25921 1.65695 0.1 0.0 0.0 0.0343
H -0.65463 2.83802 4.01123 0.0 0.0 0.0 0.1257
H 0.07483 -4.19554 -1.46206 0.0 0.0 0.0 0.0701
H -1.94103 -1.35302 -4.35881 0.0 0.0 0.0 0.0315
H -2.82121 -2.00643 -0.03792 0.0 0.0 0.0 0.0289
H -1.39732 -3.29843 -1.81611 0.0 0.0 -0.1 0.0565
H 3.40658 1.87461 2.90958 0.0 0.0 0.0 0.1259
H 1.47373 -2.27310 -2.27133 0.0 0.0 0.0 0.0694
H 1.81038 2.97122 4.51679 0.0 0.0 0.0 0.1090
H -2.51960 -1.51485 -2.67474 0.0 0.0 0.0 0.0173

26
Properties=species:S:1:pos:R:3:forces:R:3:lowdin_charge:R:1 method="wB97M-V/def2-TZVPD" orbital_gap_ev="6.637 / 6.640" spin_multiplicity=1 total_energy_ev=-78449.3408 smiles="CCC(C)=C=N[C@@H]1C=CC=CC1=[Se]" homo_energy_ev="-8.072 / -8.074" e_above_lowest_kj_mol=323.31 max_force_ev_per_a=4.202
Se 3.90004 1.45321 0.35598 -0.8 -0.4 -0.9 0.7494
N 0.72312 0.24586 0.51777 -0.8 1.0 0.5 0.1440
C 3.05618 -0.11677 -0.03045 0.8 3.7 1.6 -0.7045
C -2.26569 1.69740 -0.66523 -1.8 0.8 -1.4 -0.2148
C -1.79822 0.52690 0.12101 1.4 -0.7 -0.5 -0.3263
C 3.17539 -2.47072 0.37926 2.1 -0.1 0.6 -0.0288
C 1.95254 -2.65819 -0.38171 1.5 -0.3 1.0 -0.0965
C -2.74925 -0.50713 0.60022 1.7 -1.0 2.6 -0.0627
C 1.65282 -0.19077 -0.50455 0.5 -0.5 -2.9 -0.3704
C -0.48555 0.34988 0.33176 -0.9 0.2 -0.8 -0.0412
C -2.76775 2.89070 0.22500 -0.2 -1.5 -0.3 -0.0828
C 3.69828 -1.20797 0.51119 1.3 -4.0 -0.2 -0.2323
C 1.30639 -1.64818 -0.88458 -2.0 3.6 0.0 -0.0312
H 4.74711 -1.18086 0.84450 -0.8 0.6 0.2 0.0969
H -2.14898 -0.98665 1.45194 -1.1 0.0 -1.1 0.1055
H 3.85336 -3.33736 0.79462 -1.9 1.5 -1.0 0.1476
H -3.58751 -0.06994 1.12800 -0.5 0.1 -0.3 0.0755
H -1.39311 2.08308 -1.15311 0.5 0.4 -0.4 0.0830
H 1.57088 0.50923 -1.46636 0.0 -1.4 2.0 0.1847
H -3.81212 2.99911 0.56176 0.4 -0.5 -0.4 0.0784
H -2.99342 1.46495 -1.59833 1.4 0.1 2.4 0.1599
H 1.64435 -3.63263 -0.49114 -0.9 -2.1 -0.4 0.0793
H -2.11586 2.87488 1.06385 0.3 0.0 1.1 0.0602
H 0.30249 -1.54291 -1.30339 0.3 -1.3 -0.3 0.1157
H -2.46100 3.73828 -0.30053 -0.1 1.7 -0.9 0.0390
H -3.00449 -1.28339 -0.10747 -0.4 0.0 -0.3 0.0724

26
Properties=species:S:1:pos:R:3:forces:R:3:lowdin_charge:R:1 method="wB97M-V/def2-TZVPD" orbital_gap_ev=8.981 spin_multiplicity=1 total_energy_ev=-31738.8130 smiles=Cc1cccp1-c1ccccc1.S homo_energy_ev=-8.638 e_above_lowest_kj_mol=179.06 max_force_ev_per_a=4.344
S -5.10669 0.85224 0.33090 -1.6 -2.2 -0.8 0.5089
P -0.54393 1.01740 0.54209 -0.4 -1.5 -0.1 1.0568
C -0.83280 -1.77803 1.35834 -1.7 -0.1 -0.6 -0.0997
C 3.95136 0.89884 -0.17790 2.0 0.0 -3.2 -0.1020
C 3.25860 2.08689 -0.02730 -0.6 -0.1 3.6 -0.0999
C 1.90079 -0.32579 -0.32833 2.3 3.7 0.5 -0.0497
C -1.31779 1.30421 -1.01883 -0.3 0.3 -1.6 -0.3182
C 1.87595 2.02758 0.29632 1.8 1.2 -1.8 -0.1448
C -1.79530 -0.94387 -0.75974 -0.3 0.0 -1.6 -0.1258
C 3.28514 -0.30007 -0.52125 -1.5 1.9 1.8 -0.0559
C -1.94921 0.28002 -1.63350 0.4 -0.6 2.9 -0.1545
C 1.23430 0.84183 0.08394 -1.2 -0.2 0.4 -0.3652
C -1.09597 -0.69525 0.35932 -0.3 -1.8 -0.1 -0.4774
H -4.96245 1.88471 1.09726 1.2 1.3 0.2 -0.2536
H -4.06824 0.66802 -0.50475 0.4 1.0 0.7 -0.2508
H -2.17254 -1.95537 -1.11505 0.4 1.3 0.8 0.1310
H -2.71500 0.36640 -2.37361 0.1 0.0 -0.8 0.0864
H -0.17995 -2.55974 1.05591 0.6 -0.6 -0.5 0.0679
H -1.33890 2.29416 -1.36850 -0.2 1.2 -0.7 0.0451
H 1.35524 -1.13484 -0.52670 -2.0 -3.3 -0.6 0.0557
H 3.76393 2.90045 0.51980 0.2 0.2 -1.4 0.1086
H -0.45215 -1.32779 2.19152 1.5 1.0 2.4 0.0283
H -1.76377 -2.21540 1.74453 0.0 -0.1 -0.5 0.0902
H 5.05673 1.01534 -0.49779 -1.6 -0.5 1.3 0.1295
H 3.78629 -1.20451 -0.66054 0.9 -1.1 -0.7 0.0824
H 1.37328 3.00306 0.44994 0.1 -0.9 0.5 0.1068